{
  "formula": "C2H4N4",
  "method": "ωB97M-V/def2-TZVPD",
  "e_above_lowest_kcal_mol": 19.4,
  "max_force_ev_per_a": 0.39,
  "total_charge": 0,
  "symbols": ["N", "C", "C", "N", "N", "N", "H", "H", "H", "H"],
  "xyz": [[0.066286, -1.110583, -1.398906], [0.010684, -0.206286, -0.353895], [-0.642147, -0.303662, 0.899787], [-0.262118, 0.721184, 1.647431], [0.519090, 1.421293, 0.846460], [0.743103, 0.894101, -0.361343], [0.414406, -0.702136, -2.254664], [-0.746508, -1.690785, -1.532098], [-1.322870, -1.054709, 1.276012], [1.220073, 2.031583, 1.231216]],
  "forces_ev_per_angstrom": [[-0.1, 0.0, -0.1], [0.1, 0.1, 0.1], [0.0, -0.1, 0.0], [0.0, -0.1, -0.3], [0.3, 0.0, 0.2], [-0.1, -0.3, 0.2], [-0.1, -0.1, 0.0], [0.0, 0.1, 0.0], [0.1, 0.1, -0.1], [-0.3, 0.3, 0.0]],
  "nbo_charge": [-0.81, 0.26, -0.15, -0.21, -0.18, -0.30, 0.39, 0.38, 0.21, 0.40]
}